160
Properties=species:S:1:pos:R:3:forces:R:3 method="wB97M-V/def2-TZVPD" gap_ev=8.95 lumo_energy_ev=-0.0239 total_charge=0 molar_mass_g_mol=1641.0
C 0.44506 3.14082 -3.67240 -0.779 0.038 0.081
C 0.24155 2.86508 -5.15229 0.969 0.580 0.057
O 0.12324 1.48700 -5.22593 -0.332 -0.168 -1.094
C 0.53545 0.89344 -4.06601 -1.449 0.537 -1.188
O 0.48161 -0.26890 -3.88118 0.534 -0.997 0.270
O 0.79439 1.83176 -3.21556 1.124 0.995 2.591
F 1.39676 3.24928 -5.80399 0.723 -0.146 -0.380
H -0.47562 3.44885 -3.17463 -0.154 -0.154 -0.111
H 1.19770 3.88716 -3.39787 0.075 -0.575 -0.581
H -0.51115 3.38723 -5.71586 -0.850 -0.132 0.321
C 1.12823 6.02438 -0.64607 -0.155 0.440 -0.877
C 1.50622 5.31739 0.66448 -1.389 -0.547 0.140
O 2.36075 4.27997 0.29158 -0.061 0.218 -0.376
C 2.44741 4.19468 -1.07674 -0.601 0.429 1.320
O 3.09152 3.37548 -1.62539 0.255 -0.451 -0.653
O 1.71597 5.14944 -1.64438 -0.606 0.205 -0.126
F 0.33990 4.74116 1.25173 1.573 1.053 -0.957
H 1.58585 7.00783 -0.88116 -0.117 -0.501 0.866
H 0.02214 6.15552 -0.78962 1.019 -0.640 0.121
H 2.02175 5.93816 1.37709 -0.197 0.097 0.560
C -2.30104 -5.50720 -0.25140 -0.110 0.102 0.339
C -3.63370 -4.88494 -0.79395 0.121 -2.215 -0.186
O -4.16658 -6.02343 -1.52712 0.237 1.294 0.720
C -3.29986 -7.06889 -1.58672 -0.403 -0.273 -1.237
O -3.56783 -8.02305 -2.26559 0.829 0.490 1.058
O -2.17078 -6.83342 -0.87818 -0.983 1.092 -0.035
F -3.40127 -3.86063 -1.66106 0.033 -0.202 0.074
H -2.32047 -5.66915 0.84508 0.045 0.250 -0.683
H -1.45058 -4.87112 -0.54859 -0.339 -0.390 0.179
H -4.41635 -4.57668 -0.08169 0.674 0.006 -0.183
C -1.66125 -2.10714 4.46709 -1.815 0.279 0.737
C -0.94225 -2.64744 5.65488 -0.467 0.669 0.074
O -1.97468 -3.04038 6.54468 0.615 0.120 -0.150
C -3.19844 -2.47524 6.14442 3.071 1.017 -2.037
O -4.24363 -2.71288 6.59353 -1.134 -0.188 0.894
O -2.90323 -1.62413 5.10044 -0.212 -0.899 0.232
F -0.16353 -1.55832 6.12181 -0.597 -0.583 0.749
H -1.97335 -2.79778 3.69448 0.410 -0.254 -0.129
H -1.11484 -1.27066 4.10961 0.205 0.723 -0.679
H -0.20105 -3.39484 5.45102 -0.139 -0.922 0.241
C 3.50603 -1.73356 -2.40684 -1.813 -2.492 1.266
C 3.12239 -2.26752 -0.98935 0.594 0.283 -0.064
O 3.40271 -3.67016 -1.06792 -0.867 0.428 -0.414
C 3.32200 -4.07250 -2.37403 0.806 1.855 -0.334
O 3.39629 -5.16843 -2.80476 -0.186 -0.379 0.322
O 3.27998 -2.95012 -3.17168 0.671 -0.080 0.474
F 1.77120 -2.03339 -0.76442 0.816 -0.424 0.007
H 4.52238 -1.46416 -2.42054 1.314 0.443 -0.289
H 2.82081 -1.00717 -2.79394 -0.219 0.567 -0.011
H 3.71612 -1.90425 -0.12623 -0.623 0.041 -0.680
C 1.56135 1.35680 3.90817 1.017 0.005 -0.488
C 1.76182 2.83706 4.26451 -0.472 -1.708 1.545
O 1.06287 2.88056 5.54225 0.004 0.408 -0.793
C -0.03150 2.04595 5.41583 0.332 -0.608 0.260
O -1.06032 2.12835 6.02945 1.513 -0.092 -1.010
O 0.31800 1.04480 4.53285 -0.781 0.588 -0.133
F 1.02932 3.59104 3.43697 -0.107 0.712 -0.785
H 2.33708 0.68039 4.31330 -0.210 0.634 0.167
H 1.63577 1.21030 2.80118 -0.864 0.090 0.871
H 2.79718 3.18744 4.30628 -0.319 0.050 0.332
C -3.73577 4.01801 4.34875 0.460 -0.319 -0.003
C -2.89153 4.95840 3.48385 -0.461 -2.926 0.422
O -3.78797 5.53573 2.66221 -1.492 2.112 -1.793
C -4.92270 4.74648 2.48173 2.263 -0.564 2.783
O -5.76469 4.85781 1.68297 -0.695 0.496 -1.339
O -4.85785 3.81482 3.44509 -0.516 -0.465 0.870
F -2.17845 4.07840 2.66157 0.836 0.582 0.244
H -3.98783 4.42787 5.35249 -0.427 -0.164 -0.910
H -3.21717 3.04580 4.47442 -0.402 0.676 -0.029
H -2.27184 5.64350 4.02381 0.544 0.458 -0.185
C -3.51620 5.04180 -0.57702 -0.323 0.565 -1.082
C -4.61419 5.82489 -1.31122 -0.095 -0.880 0.307
O -4.33405 5.65842 -2.67825 1.413 -0.835 -0.207
C -3.06452 5.09438 -2.80847 0.644 0.926 -3.767
O -2.49629 4.91892 -3.90594 -1.971 0.284 3.568
O -2.51851 4.89328 -1.63481 0.016 -0.640 0.990
F -4.50871 7.10769 -0.95455 0.181 1.646 -0.076
H -3.89985 4.09272 -0.26784 0.214 -0.825 0.156
H -3.08216 5.61402 0.23515 -0.023 -0.064 -0.020
H -5.65264 5.55353 -1.14974 0.066 -0.422 0.177
C -5.22748 0.89685 2.18735 -0.199 -0.585 -0.527
C -3.73277 0.66422 2.37732 1.655 1.350 -1.615
O -3.50770 -0.70607 2.08312 -1.530 0.194 -0.639
C -4.68953 -1.24332 1.48026 0.916 3.098 2.001
O -4.78844 -2.33625 1.10397 -0.035 -1.804 -0.900
O -5.65649 -0.29527 1.48057 0.449 -0.305 0.306
F -3.20634 0.98755 3.59213 -0.729 -0.622 0.715
H -5.49949 1.72940 1.54793 0.452 0.152 -0.112
H -5.78390 1.01644 3.10414 -0.012 -0.317 0.484
H -3.10241 1.33938 1.72217 -0.865 -1.091 0.058
C 5.72997 2.59124 -0.80867 0.590 0.108 1.938
C 4.85026 1.47365 -0.26870 -1.692 0.166 0.674
O 4.37098 1.94002 1.00524 0.781 0.137 -1.068
C 5.03197 3.08268 1.32388 -0.809 -0.290 2.081
O 4.91686 3.56551 2.42823 0.245 0.020 -1.344
O 5.75672 3.52344 0.31889 0.688 0.132 -0.141
F 5.57512 0.35845 -0.02266 0.373 -0.485 -0.235
H 5.34815 3.19543 -1.56948 -0.625 0.095 -1.561
H 6.75526 2.25413 -0.98876 -0.295 -0.015 -0.033
H 3.92057 1.22291 -0.80220 0.772 -0.022 -0.324
C 4.31148 0.64687 -6.93825 -1.320 -0.931 -1.852
C 3.01089 0.15065 -6.17498 1.156 1.278 -1.322
O 3.20734 0.71920 -4.91414 1.019 -0.179 0.132
C 4.51846 1.23523 -4.80273 -1.688 -0.375 0.242
O 4.93036 1.66733 -3.78960 0.409 0.196 0.741
O 5.14361 1.19316 -5.96144 0.428 0.106 0.127
F 2.86202 -1.19745 -6.15376 0.360 0.141 0.419
H 4.00168 1.41668 -7.69123 0.392 -0.434 0.775
H 4.85297 -0.15131 -7.49453 -0.479 0.377 0.600
H 2.13536 0.59349 -6.64305 -0.258 -0.255 0.226
C 2.59175 -2.12064 4.80702 0.554 -1.930 -1.467
C 4.14542 -2.08721 4.74291 -0.846 1.711 0.509
O 4.40474 -1.40369 3.55656 -0.310 0.142 -2.192
C 3.28624 -1.31359 2.71792 -0.931 0.525 1.855
O 3.20084 -0.75802 1.65705 0.620 -1.081 1.226
O 2.20940 -1.77739 3.43691 0.927 0.086 -0.337
F 4.63971 -3.33194 4.71571 0.290 -0.837 -0.288
H 2.05872 -1.46883 5.45749 -0.016 0.588 0.639
H 2.29017 -3.19455 4.96481 0.191 1.135 -0.033
H 4.71717 -1.51023 5.48530 -0.567 -0.383 0.182
C 1.28049 -4.11634 -5.01878 1.970 -2.228 1.206
C 0.55654 -4.96692 -3.96661 -1.130 1.940 -1.022
O -0.81162 -4.70489 -4.34681 0.159 -0.310 -0.373
C -0.86269 -3.58978 -5.19028 -0.167 -0.324 0.882
O -1.83684 -3.09130 -5.65684 0.325 -0.560 0.473
O 0.38411 -3.13555 -5.33861 -0.711 1.189 -1.126
F 0.73430 -4.28590 -2.76742 -0.224 -0.944 0.237
H 1.53200 -4.77999 -5.86328 0.020 0.511 -0.019
H 2.16714 -3.69776 -4.51891 -0.517 -0.143 -0.990
H 0.79402 -6.04700 -3.92136 -0.350 0.782 0.356
C -0.87364 0.21063 -0.63845 0.539 -1.378 0.863
C -0.10726 0.54859 0.66997 -1.372 -0.211 -0.604
O -0.32197 -0.57250 1.52310 0.104 0.344 -0.546
C -0.98140 -1.55694 0.82146 0.572 -1.750 1.643
O -1.21942 -2.66997 1.24832 0.420 1.827 -0.345
O -1.21118 -1.15883 -0.38482 -0.957 -0.452 -1.802
F -0.69564 1.64402 1.22351 0.042 0.297 0.452
H -0.29718 0.18692 -1.55622 0.252 0.353 0.069
H -1.82939 0.69579 -0.74678 -0.112 0.875 0.107
H 0.93563 0.76448 0.53628 0.623 -0.119 0.177
C 1.88396 -4.85078 1.54031 0.851 -0.807 0.532
S 1.74230 -5.47660 3.24319 -0.559 0.008 0.491
O 0.34818 -6.01610 3.46793 1.132 0.350 -0.430
C 2.85714 -6.93031 3.11181 -0.337 -0.078 0.065
H 2.97178 -4.62653 1.42567 -0.860 0.155 -0.085
H 1.21205 -3.99890 1.35907 0.292 -0.380 0.171
H 1.66359 -5.73719 0.94739 -0.236 0.298 -0.489
H 2.76894 -7.42895 4.10480 -0.091 0.158 -0.928
H 3.90844 -6.68639 2.94358 -0.145 0.439 0.119
H 2.53702 -7.54767 2.25682 -0.154 -0.007 0.575
C -4.49058 -0.97609 -2.17389 1.625 1.621 0.837
S -4.61669 0.89967 -2.19467 1.121 -0.872 -0.343
O -3.97053 1.44729 -0.94453 -0.201 -0.168 -0.095
C -3.32945 1.17205 -3.52452 -1.286 -1.245 -0.020
H -3.49118 -1.27740 -1.78145 -0.503 0.395 -0.512
H -4.61341 -1.24331 -3.19568 -0.211 -0.585 -0.743
H -5.19745 -1.40538 -1.50024 -0.857 -0.071 0.222
H -3.72138 0.77807 -4.48103 0.182 -0.167 0.506
H -2.40057 0.65267 -3.24584 -0.261 0.440 -0.072
H -3.29047 2.23066 -3.68266 0.489 0.668 0.305

152
Properties=species:S:1:pos:R:3:forces:R:3 method="wB97M-V/def2-TZVPD" gap_ev=7.10 lumo_energy_ev=-0.2663 de_lowest_kj_mol=2378.4 total_charge=0 molar_mass_g_mol=990.5
C 5.60310 -0.13975 2.94745 -0.184 1.147 0.989
C 7.22810 -0.34525 3.04786 -0.318 -0.034 1.029
C 7.48927 -1.32970 4.36361 -0.002 0.927 0.590
C 7.94059 -0.90752 1.67860 -1.402 0.167 -0.239
C 6.70384 -1.23942 0.61922 -1.208 -1.856 -1.543
C 6.18306 -0.12332 -0.51261 -1.543 -3.376 0.215
C 4.95430 -0.47370 -1.59211 1.772 -3.344 3.841
C 4.31849 -2.01136 -1.41451 2.047 1.846 1.597
C 4.80887 -3.09552 -0.28757 1.913 2.721 0.455
P 3.86342 -4.78274 -0.25739 -0.847 0.672 -0.489
C 2.97470 -4.95085 1.46814 0.046 0.190 1.200
C 5.04241 -6.26434 -0.50757 0.478 -1.565 0.666
C 6.04021 -2.75539 0.76055 -1.695 3.947 -3.930
Cl 6.59562 -4.03890 1.99219 -0.871 2.162 -1.983
S 2.90446 -2.37660 -2.64969 0.712 2.470 1.337
C 2.07942 -0.65611 -2.77187 -1.271 2.828 0.099
C 3.03705 0.72018 -2.73166 -5.272 -0.086 -0.388
C 2.17717 2.10904 -2.84091 -0.734 -1.457 0.102
C 2.92872 3.55335 -2.87625 2.135 4.120 -0.718
C 3.16989 4.56200 -1.57846 0.529 0.276 -1.728
C 3.91498 6.00722 -1.60776 -1.137 -3.178 -3.639
N 4.42412 6.56057 -2.89499 -2.614 -4.870 0.456
C 4.20189 5.71415 -4.10132 -0.754 -1.419 1.016
C 3.52844 4.24242 -4.27874 -0.046 1.882 4.609
C 0.50950 2.15700 -2.96833 1.286 -3.876 0.133
C -0.37178 0.77523 -2.98238 3.581 0.352 -0.273
C -2.02748 0.79971 -3.06945 0.870 -0.176 0.925
C -2.54494 0.97867 -1.49823 0.152 0.136 -0.373
O -1.62614 0.24991 -0.56142 -2.370 -0.765 -0.710
C -4.10378 0.51877 -1.27080 0.789 1.730 -0.260
N -4.47572 0.89840 0.14686 0.396 -0.597 -0.286
C 0.44776 -0.64124 -2.88671 3.078 2.910 0.313
P -0.56191 -2.26796 -2.88005 -1.479 0.932 -0.114
C -0.23431 -3.34828 -4.41972 0.893 -1.036 -0.405
C -0.36276 -3.23437 -1.24430 1.041 0.215 1.582
N 4.49672 0.50645 -2.65437 -2.784 -4.521 2.227
O 5.28856 1.55448 -2.54374 2.939 3.335 -2.260
B 6.14137 1.79328 -3.72394 1.161 1.233 -0.814
O 7.20195 2.85020 -3.56318 -3.936 -2.007 1.654
O 5.97036 1.10250 -5.01673 -1.133 3.064 2.153
H 5.01208 -1.15328 2.90203 1.274 2.011 -0.244
H 5.26779 0.63537 2.10371 0.774 -2.023 1.693
H 5.27340 0.37777 3.97014 0.729 -1.124 -2.051
H 7.70641 0.70330 3.32590 -1.000 -2.168 -0.721
H 6.52716 -1.96306 4.65523 2.166 1.210 -0.863
H 8.44112 -2.00556 4.25427 -1.944 1.201 0.099
H 7.69490 -0.59848 5.27730 -0.445 -1.654 -1.791
H 8.63418 -0.06140 1.24361 -1.344 -1.917 0.722
H 8.54762 -1.89581 1.95920 -1.359 2.239 -1.003
H 6.74726 0.90949 -0.48142 -1.379 -2.366 -0.248
H 1.95865 -5.56899 1.36301 2.518 1.163 0.038
H 3.69006 -5.44276 2.28715 -1.754 1.067 -1.704
H 2.64010 -3.86935 1.82614 0.906 -2.195 -0.798
H 4.99069 -6.92901 0.48231 0.386 1.457 -2.046
H 4.61546 -6.97531 -1.36388 0.848 1.839 1.751
H 6.14743 -5.97863 -0.76817 -2.149 -0.490 0.626
H 2.75556 4.19268 -0.52640 0.991 0.799 -2.542
H 4.00904 6.61378 -0.59874 -0.086 -1.293 -2.533
H 4.58627 6.19770 -5.12557 -0.855 -1.055 2.684
H 3.44496 3.73082 -5.33012 0.143 1.160 2.305
H -0.04080 3.20669 -3.05851 1.519 -2.488 0.245
H -2.49053 -0.19471 -3.47632 1.322 1.819 0.634
H -2.37617 1.67280 -3.76657 0.678 -1.501 1.509
H -2.41847 2.12579 -1.21152 -0.407 -2.382 -0.506
H -2.09758 -0.59142 -0.23825 0.896 1.957 -0.902
H -4.28049 -0.61246 -1.52726 0.390 2.200 0.646
H -4.76085 1.20586 -1.98893 1.360 -1.678 1.265
H -3.95664 1.76084 0.46785 -0.669 -1.596 -0.503
H -4.35865 0.10846 0.82066 0.017 1.176 -0.777
H -1.27441 -3.67655 -4.90409 2.334 0.974 1.120
H 0.31203 -4.33078 -4.05715 -0.889 1.915 -1.022
H 0.43717 -2.76287 -5.20565 -1.469 -1.369 1.662
H -1.14918 -2.78674 -0.46725 1.665 -0.956 -1.844
H -0.58334 -4.37855 -1.34928 0.500 2.202 -0.040
H 0.71857 -3.05630 -0.77451 -2.287 -0.679 -0.970
H 6.95430 3.33248 -2.69748 0.732 -1.022 -1.893
H 5.33051 1.70500 -5.53657 1.492 -1.495 0.998
C -4.34027 6.79350 1.89337 -0.183 -0.005 0.035
C -3.20134 6.04771 1.22166 -0.069 -0.054 -0.005
O -3.61836 4.86104 0.54684 0.061 -0.116 -0.007
C -4.56414 5.03016 -0.50593 0.079 0.030 0.037
C -4.06631 5.91973 -1.63175 0.142 0.119 -0.053
H -4.85666 6.14314 2.60727 0.146 0.123 -0.037
H -3.95867 7.66950 2.42898 -0.041 -0.165 -0.038
H -5.08273 7.14070 1.17186 0.073 0.075 -0.009
H -2.48412 5.73455 1.98780 -0.123 -0.181 -0.195
H -2.65093 6.69908 0.53381 -0.071 0.041 -0.019
H -5.51487 5.39562 -0.10406 0.011 0.077 -0.029
H -4.76492 4.03198 -0.90901 0.132 0.018 0.235
H -3.86066 6.93658 -1.28841 -0.093 -0.039 -0.046
H -4.81351 5.98077 -2.42961 0.090 -0.042 0.105
H -3.13530 5.52185 -2.05106 -0.148 0.017 0.038
C -7.73543 0.34400 3.16896 0.030 0.169 0.082
C -7.18655 -0.95966 2.61783 0.061 0.048 -0.024
O -5.79070 -1.13598 2.85860 0.092 -0.031 -0.091
C -5.38148 -1.16020 4.22366 -0.040 -0.035 -0.057
C -6.02224 -2.27675 5.02949 -0.137 -0.150 -0.008
H -7.19302 1.19721 2.74811 -0.080 -0.140 -0.017
H -8.79732 0.44582 2.92014 0.160 -0.031 0.009
H -7.64025 0.40033 4.25530 -0.094 -0.043 -0.016
H -7.31830 -0.96650 1.53060 0.267 -0.034 0.147
H -7.74687 -1.81994 3.00037 -0.006 0.048 0.081
H -5.55936 -0.18482 4.68834 -0.077 -0.022 0.041
H -4.29615 -1.30587 4.22202 -0.153 0.049 -0.234
H -7.10929 -2.17509 5.07587 0.076 0.043 0.075
H -5.64193 -2.27404 6.05613 -0.018 0.006 -0.146
H -5.80414 -3.25020 4.57589 0.017 0.150 0.081
C -3.90706 6.07569 7.96488 -0.034 0.104 0.135
C -3.66735 5.70636 6.51206 -0.024 0.106 -0.060
O -3.85772 6.79566 5.60949 -0.042 -0.034 -0.053
C -3.01776 7.93111 5.80093 -0.008 -0.115 -0.017
C -1.53707 7.61943 5.67033 0.129 -0.139 -0.020
H -4.91883 6.47307 8.09796 0.112 -0.096 -0.033
H -3.78837 5.19574 8.60634 -0.030 0.114 -0.112
H -3.20813 6.83911 8.31282 0.032 -0.092 0.020
H -4.38546 4.93214 6.22161 0.055 0.250 -0.155
H -2.67216 5.27006 6.37204 0.018 0.047 0.078
H -3.23860 8.40611 6.76246 0.073 -0.026 0.045
H -3.29362 8.65756 5.02936 -0.153 -0.238 0.047
H -1.20163 6.90558 6.42667 0.004 0.112 0.004
H -0.94284 8.53182 5.78463 -0.098 -0.104 -0.034
H -1.32317 7.18065 4.68919 -0.039 0.105 0.117
C 4.06009 -10.48876 1.61686 0.026 -0.084 -0.143
C 3.46346 -9.42169 2.51684 -0.057 0.058 -0.083
O 2.71739 -8.43226 1.80840 0.064 0.076 0.022
C 1.59425 -8.89789 1.06463 0.037 -0.006 0.083
C 0.54432 -9.58696 1.91871 -0.042 -0.058 0.185
H 4.70603 -10.03395 0.85844 -0.047 -0.039 0.128
H 4.65441 -11.19551 2.20606 -0.076 0.127 -0.074
H 3.28990 -11.05715 1.09140 0.029 -0.041 0.084
H 4.27707 -8.89343 3.02520 -0.215 0.136 -0.138
H 2.84639 -9.86651 3.30532 -0.003 -0.065 -0.062
H 1.92572 -9.54555 0.24634 -0.021 -0.075 0.032
H 1.14328 -8.01721 0.59541 0.250 0.020 0.125
H 0.93683 -10.48402 2.40388 -0.054 0.003 -0.101
H -0.31164 -9.88591 1.30504 0.117 0.068 0.064
H 0.19275 -8.91492 2.70971 0.030 -0.069 -0.153
C -2.42248 0.95383 -7.91936 -0.088 0.094 -0.107
C -2.22122 -0.06881 -6.81562 -0.094 -0.003 0.065
O -3.42283 -0.39732 -6.11871 0.012 0.021 0.079
C -4.47372 -0.96128 -6.89912 0.089 -0.014 0.048
C -4.09242 -2.26489 -7.57870 0.152 -0.122 -0.039
H -2.86029 1.87295 -7.51583 0.096 -0.105 -0.020
H -1.46470 1.19892 -8.39102 -0.126 -0.036 0.099
H -3.09400 0.58704 -8.69840 0.091 -0.013 -0.026
H -1.53307 0.34595 -6.07138 -0.228 -0.129 0.092
H -1.74671 -0.97890 -7.19892 -0.030 0.021 -0.075
H -4.83902 -0.22844 -7.62605 0.041 -0.033 -0.080
H -5.30488 -1.15269 -6.21232 0.241 0.144 0.077
H -3.27204 -2.13104 -8.28809 -0.108 0.004 -0.025
H -4.94655 -2.67357 -8.12830 0.092 0.060 0.097
H -3.76582 -3.00230 -6.83675 -0.096 0.106 -0.084